Below is a cluster of 16 separate species, C72H140F4O12 in total at a distorted geometry, with properties calculated with wB97M-V/def2-TZVPD.

Structure (XYZ):
```
228
Properties=species:S:1:pos:R:3
F 0.61879 -23.22757 -12.91272
C 1.95780 -23.21753 -12.90709
C 2.59368 -21.99397 -12.76267
C 3.95260 -22.02894 -12.89179
C 4.62733 -23.23594 -12.87816
C 3.95728 -24.43196 -13.05700
C 2.57691 -24.43729 -13.02674
H 1.99182 -21.11925 -12.73207
H 4.53568 -21.09500 -12.90336
H 5.70767 -23.22114 -12.83255
H 4.52269 -25.39423 -13.13691
H 1.88456 -25.26410 -13.09451
F -0.31391 -33.79594 -20.17932
C -0.71338 -34.55561 -19.10842
C -0.40813 -35.92508 -19.16028
C -0.98301 -36.76743 -18.17650
C -1.73853 -36.19423 -17.14210
C -1.93416 -34.79976 -17.10650
C -1.42111 -33.96402 -18.11682
H 0.16116 -36.29800 -20.01522
H -0.91515 -37.85269 -18.24513
H -1.96015 -36.79597 -16.21291
H -2.39684 -34.35337 -16.25465
H -1.65714 -32.92082 -18.11190
F -3.37092 -33.24052 -14.30524
C -3.90816 -32.04771 -14.39586
C -3.08878 -30.88401 -14.28162
C -3.75376 -29.64287 -14.39123
C -5.13340 -29.51623 -14.62767
C -5.88433 -30.68367 -14.76180
C -5.26377 -31.92133 -14.65099
H -2.02556 -30.97443 -14.00123
H -3.23217 -28.63377 -14.46269
H -5.57310 -28.57303 -14.79866
H -6.93178 -30.72822 -15.04063
H -5.79121 -32.84298 -14.79550
F 1.09204 -32.41682 -16.78399
C 2.23467 -31.84904 -17.21110
C 3.42861 -32.23765 -16.63264
C 4.59967 -31.62637 -17.02909
C 4.62387 -30.56977 -17.86746
C 3.41536 -30.14200 -18.40212
C 2.21444 -30.74609 -18.08463
H 3.32922 -33.05348 -15.91302
H 5.51023 -31.91774 -16.57351
H 5.55909 -30.07522 -18.06377
H 3.48003 -29.33202 -19.09540
H 1.26834 -30.31229 -18.40436
C -3.62421 -23.58219 -18.55268
C -4.99250 -24.08312 -18.41338
O -4.99376 -24.82938 -17.13111
C -6.19217 -25.57576 -16.93391
C -6.22463 -26.86008 -17.81104
H -2.88840 -24.37592 -18.59605
H -3.53640 -22.89908 -19.38321
H -3.20179 -22.90289 -17.74046
H -5.76274 -23.31635 -18.42461
H -5.27222 -24.74535 -19.17308
H -6.19001 -25.83755 -15.87731
H -7.03636 -24.84781 -17.15161
H -7.14247 -27.39854 -17.68134
H -5.35739 -27.53957 -17.54868
H -6.17566 -26.55943 -18.86629
C 3.47237 -26.42130 -17.73321
C 3.25238 -25.36890 -16.67867
O 3.53892 -24.03910 -17.11760
C 3.24121 -22.96188 -16.16915
C 2.92203 -21.73038 -16.92447
H 2.70269 -26.34626 -18.53116
H 4.48276 -26.47685 -18.18805
H 3.25117 -27.38527 -17.19006
H 2.19835 -25.47813 -16.35604
H 3.88747 -25.59869 -15.77519
H 2.37001 -23.16334 -15.57238
H 4.26032 -22.94713 -15.68464
H 1.96633 -21.83135 -17.43702
H 3.78169 -21.36321 -17.54574
H 2.72412 -20.96600 -16.14716
C 0.05990 -17.72867 -12.64411
C -0.47652 -18.47920 -13.83630
O 0.37289 -19.58692 -14.05322
C 0.13470 -20.37134 -15.24674
C -1.05056 -21.31134 -15.13129
H 0.07798 -18.39905 -11.79050
H 1.05658 -17.42379 -12.77581
H -0.57565 -16.92452 -12.38285
H -1.59064 -18.80309 -13.70130
H -0.66928 -17.93164 -14.81517
H 0.16473 -19.69290 -16.11004
H 1.09332 -20.98486 -15.35122
H -0.97418 -21.99134 -15.97013
H -1.93669 -20.81047 -15.12466
H -0.97103 -21.83019 -14.17920
C 1.38105 -27.95742 -22.14312
C 0.32480 -28.81021 -21.37109
O -0.24590 -29.68105 -22.37728
C -1.01113 -30.74200 -21.81896
C -1.41823 -31.81157 -22.76761
H 2.27596 -28.55348 -22.43160
H 1.00252 -27.31456 -22.93971
H 1.86924 -27.30921 -21.43730
H 0.83305 -29.44561 -20.66202
H -0.42627 -28.21779 -20.85635
H -0.35840 -31.20107 -21.06976
H -1.88923 -30.28037 -21.34238
H -1.98026 -31.27546 -23.51925
H -1.94894 -32.56619 -22.22998
H -0.54291 -32.17267 -23.28813
C -5.80203 -31.07115 -19.22379
C -4.44557 -30.97688 -18.44996
O -3.98067 -29.61911 -18.44255
C -2.60277 -29.43343 -18.15927
C -2.37628 -27.92925 -18.29475
H -6.50346 -30.34106 -18.72973
H -5.71173 -30.71361 -20.25536
H -6.15934 -32.03551 -19.12401
H -4.73207 -31.42774 -17.47948
H -3.65029 -31.56870 -18.90186
H -2.39564 -29.85703 -17.19627
H -2.03383 -29.99927 -18.86225
H -2.51256 -27.54313 -19.30782
H -1.29691 -27.74298 -18.12174
H -2.91299 -27.32179 -17.56871
C 5.30032 -28.37108 -15.12552
C 4.22938 -29.03595 -14.37728
O 4.32116 -28.62415 -12.99499
C 3.25562 -29.14003 -12.28301
C 3.48082 -28.84347 -10.84399
H 5.30768 -27.31254 -14.94831
H 6.23704 -28.73482 -14.70446
H 5.36213 -28.56910 -16.21059
H 3.25498 -28.74587 -14.65675
H 4.27352 -30.10305 -14.36753
H 2.24527 -28.76967 -12.66745
H 3.21899 -30.26097 -12.55175
H 3.34293 -27.82533 -10.60140
H 4.46896 -29.13463 -10.53971
H 2.74910 -29.38939 -10.25460
C -5.45476 -30.65639 -10.97925
C -6.44519 -29.57750 -10.66705
O -6.12434 -28.32174 -11.39744
C -4.97597 -27.72918 -10.79189
C -4.51984 -26.43551 -11.46668
H -6.04905 -31.54444 -10.79520
H -5.31291 -30.65145 -12.06914
H -4.46545 -30.58226 -10.50504
H -7.42986 -29.89605 -10.96658
H -6.61595 -29.33451 -9.63513
H -5.21682 -27.42457 -9.79286
H -4.15757 -28.43772 -10.74987
H -5.27186 -25.66269 -11.34092
H -4.37616 -26.60542 -12.52336
H -3.61571 -26.09771 -11.08763
C -1.37471 -30.23381 -10.70613
C -0.19749 -30.61893 -11.57385
O -0.39747 -31.83017 -12.24734
C 0.78310 -32.29073 -12.93349
C 0.35002 -33.55613 -13.65940
H -1.69211 -31.05304 -10.03831
H -1.05342 -29.33532 -10.13330
H -2.18956 -29.83767 -11.37595
H 0.08596 -29.85444 -12.25248
H 0.67514 -30.80238 -10.92200
H 1.15881 -31.51855 -13.64927
H 1.60105 -32.59224 -12.30891
H 0.10043 -34.28022 -12.81445
H 1.05257 -34.05845 -14.26230
H -0.53350 -33.52787 -14.26178
C -0.15416 -29.23399 -15.19101
C 0.13493 -27.78083 -15.28648
O -0.92453 -27.00523 -14.82633
C -0.90174 -25.71607 -15.37991
C -2.09105 -24.93902 -14.76234
H 0.73186 -29.77807 -15.54424
H -0.49043 -29.44594 -14.16247
H -1.03569 -29.43755 -15.78618
H 0.98215 -27.61073 -14.55257
H 0.46058 -27.39263 -16.27780
H 0.08172 -25.27376 -15.05126
H -0.97214 -25.75896 -16.45812
H -1.88833 -24.62848 -13.71697
H -3.02611 -25.49801 -14.89085
H -2.41279 -24.01980 -15.23115
C 0.03704 -25.29851 -9.05260
C 1.04317 -24.23609 -9.18640
O 2.34695 -24.71101 -9.14735
C 3.25419 -23.62437 -9.30308
C 4.63504 -24.26442 -8.98809
H -0.96602 -24.90965 -8.78270
H -0.05290 -25.94064 -9.94683
H 0.20653 -25.98841 -8.19971
H 0.85355 -23.72441 -10.10552
H 0.92252 -23.46679 -8.42513
H 3.07580 -23.12263 -10.30379
H 3.05463 -22.90971 -8.50707
H 4.50506 -24.86417 -8.04159
H 5.27539 -23.46481 -8.64099
H 5.01535 -24.86506 -9.80024
C -8.44221 -26.14075 -8.12258
C -8.05623 -25.84171 -9.57828
O -8.86653 -24.79835 -9.98219
C -9.08962 -24.49619 -11.33761
C -10.36066 -23.68649 -11.32506
H -9.47627 -26.56877 -8.11525
H -7.82633 -26.96361 -7.77078
H -8.44272 -25.14783 -7.53435
H -7.00875 -25.53768 -9.67925
H -8.21184 -26.75486 -10.17147
H -8.22534 -23.90034 -11.73778
H -9.20359 -25.47186 -11.86741
H -11.03950 -24.11590 -10.56585
H -10.91909 -23.66167 -12.24678
H -10.12652 -22.62150 -11.08524
C -3.86009 -22.70504 -11.77459
C -2.40994 -22.57499 -11.48186
O -1.98147 -21.63500 -10.51630
C -0.56866 -21.36401 -10.52795
C -0.21610 -20.48489 -9.27414
H -4.29693 -21.79927 -12.21845
H -3.90977 -23.60225 -12.43532
H -4.38891 -22.85132 -10.82868
H -2.03398 -23.53723 -11.11058
H -1.87762 -22.30408 -12.38641
H -0.01525 -22.32650 -10.48456
H -0.35797 -20.83439 -11.46734
H -0.62907 -20.95171 -8.36419
H -0.66393 -19.46232 -9.26819
H 0.85377 -20.43019 -9.08032
```

Properties
total charge	0
orbital gap	9.69	eV
HOMO level	-9.096	eV